{
  "formula": "C80H170N22O28",
  "method": "wB97M-V/def2-TZVPD",
  "symbols": ["C", "N", "C", "C", "C", "C", "C", "C", "C", "C", "N", "C", "C", "C", "H", "H", "H", "H", "H", "H", "H", "H", "H", "H", "H", "H", "H", "H", "C", "N", "C", "C", "C", "C", "C", "C", "C", "C", "N", "C", "C", "C", "H", "H", "H", "H", "H", "H", "H", "H", "H", "H", "H", "H", "H", "H", "C", "N", "C", "C", "C", "C", "C", "C", "C", "C", "N", "C", "C", "C", "H", "H", "H", "H", "H", "H", "H", "H", "H", "H", "H", "H", "H", "H", "C", "C", "C", "O", "C", "N", "H", "H", "H", "H", "H", "H", "H", "H", "H", "H", "H", "H", "C", "C", "C", "O", "C", "N", "H", "H", "H", "H", "H", "H", "H", "H", "H", "H", "H", "H", "C", "C", "C", "O", "C", "N", "H", "H", "H", "H", "H", "H", "H", "H", "H", "H", "H", "H", "C", "C", "C", "O", "C", "N", "H", "H", "H", "H", "H", "H", "H", "H", "H", "H", "H", "H", "C", "C", "C", "O", "C", "N", "H", "H", "H", "H", "H", "H", "H", "H", "H", "H", "H", "H", "C", "C", "C", "O", "C", "N", "H", "H", "H", "H", "H", "H", "H", "H", "H", "H", "H", "H", "C", "N", "C", "C", "C", "C", "O", "H", "H", "H", "H", "H", "H", "H", "H", "H", "H", "H", "H", "H", "H", "C", "N", "C", "C", "C", "C", "O", "H", "H", "H", "H", "H", "H", "H", "H", "H", "H", "H", "H", "H", "H", "C", "N", "C", "C", "C", "C", "O", "H", "H", "H", "H", "H", "H", "H", "H", "H", "H", "H", "H", "H", "H", "C", "N", "C", "C", "C", "C", "O", "H", "H", "H", "H", "H", "H", "H", "H", "H", "H", "H", "H", "H", "H", "N", "O", "O", "O", "N", "O", "O", "O", "N", "O", "O", "O", "N", "O", "O", "O", "N", "O", "O", "O", "N", "O", "O", "O"],
  "xyz": [[5.461, -2.656, -11.948], [5.043, -1.934, -10.709], [4.822, -0.667, -10.816], [4.246, 0.066, -9.744], [3.883, -0.596, -8.560], [4.140, -2.016, -8.495], [4.648, -2.627, -9.647], [3.201, 0.087, -7.376], [3.235, 1.440, -7.300], [2.567, 2.184, -6.312], [1.797, 1.511, -5.410], [1.824, 0.137, -5.350], [2.522, -0.557, -6.328], [1.221, 2.286, -4.298], [4.673, -3.345, -12.255], [6.421, -3.169, -11.888], [5.646, -1.988, -12.790], [5.161, -0.117, -11.681], [3.957, 1.103, -9.828], [3.836, -2.569, -7.619], [4.579, -3.705, -9.675], [4.077, 1.862, -7.830], [2.689, 3.242, -6.135], [1.356, -0.271, -4.466], [2.718, -1.611, -6.201], [0.620, 1.607, -3.692], [0.684, 3.160, -4.667], [2.114, 2.616, -3.768], [2.497, 3.903, 4.948], [1.971, 5.319, 5.140], [1.568, 5.790, 6.354], [1.180, 7.125, 6.465], [1.269, 7.973, 5.316], [1.697, 7.476, 4.083], [2.009, 6.098, 4.053], [0.835, 9.318, 5.390], [-0.187, 9.719, 6.272], [-0.599, 11.070, 6.437], [0.049, 11.941, 5.598], [0.958, 11.608, 4.668], [1.446, 10.348, 4.651], [-0.287, 13.341, 5.760], [2.349, 3.150, 5.722], [3.584, 3.849, 4.887], [2.154, 3.536, 3.981], [1.519, 5.208, 7.263], [0.852, 7.488, 7.428], [1.724, 8.015, 3.148], [2.353, 5.643, 3.135], [-0.690, 8.932, 6.815], [-1.346, 11.424, 7.131], [1.380, 12.439, 4.121], [2.189, 10.065, 3.920], [0.119, 13.549, 6.750], [-1.341, 13.423, 5.493], [0.240, 14.010, 5.079], [0.415, 1.579, -11.592], [-0.220, 1.734, -10.211], [-0.782, 2.893, -9.813], [-1.420, 3.121, -8.600], [-1.337, 2.102, -7.676], [-0.664, 0.898, -8.038], [-0.186, 0.717, -9.299], [-1.916, 2.236, -6.292], [-1.986, 3.467, -5.600], [-2.504, 3.526, -4.319], [-3.189, 2.527, -3.777], [-3.195, 1.304, -4.400], [-2.519, 1.155, -5.616], [-3.789, 2.766, -2.397], [1.328, 2.174, -11.631], [-0.333, 1.898, -12.317], [0.811, 0.577, -11.755], [-0.849, 3.642, -10.587], [-1.889, 4.065, -8.364], [-0.479, 0.157, -7.275], [0.387, -0.146, -9.605], [-1.481, 4.341, -5.983], [-2.595, 4.485, -3.831], [-3.825, 0.543, -3.963], [-2.608, 0.175, -6.059], [-4.834, 3.016, -2.584], [-3.213, 3.518, -1.858], [-3.749, 1.752, -2.001], [-7.223, -2.363, -2.914], [-7.012, -2.989, -4.310], [-5.725, -3.840, -4.479], [-5.868, -5.044, -3.722], [-4.770, -5.931, -3.849], [-8.316, -3.701, -4.748], [-8.334, -4.136, -5.659], [-8.650, -4.255, -3.972], [-9.031, -3.032, -4.994], [-7.303, -3.150, -2.164], [-8.145, -1.791, -2.808], [-6.417, -1.751, -2.508], [-6.895, -2.269, -5.119], [-5.031, -3.167, -3.976], [-5.487, -4.019, -5.527], [-4.836, -6.745, -3.128], [-3.881, -5.318, -3.699], [-4.646, -6.098, -4.919], [-4.471, -2.683, -0.224], [-4.729, -4.090, 0.264], [-3.731, -5.193, -0.173], [-4.278, -6.556, -0.070], [-3.207, -7.499, -0.129], [-4.848, -4.153, 1.779], [-4.900, -5.102, 2.121], [-4.022, -3.775, 2.220], [-5.650, -3.610, 2.065], [-4.506, -2.549, -1.306], [-3.547, -2.336, 0.239], [-5.224, -2.010, 0.186], [-5.725, -4.303, -0.125], [-2.782, -5.114, 0.358], [-3.443, -5.202, -1.225], [-3.647, -8.479, -0.311], [-2.463, -7.531, 0.667], [-2.712, -7.322, -1.084], [3.805, -5.062, 4.077], [4.795, -3.950, 3.581], [6.281, -4.489, 3.705], [7.118, -3.552, 2.989], [8.468, -3.506, 3.368], [4.400, -3.694, 2.104], [5.131, -3.380, 1.483], [3.985, -4.439, 1.564], [3.675, -3.000, 2.221], [3.809, -5.997, 3.516], [2.862, -4.528, 3.963], [3.991, -5.176, 5.145], [4.644, -3.005, 4.103], [6.451, -5.484, 3.294], [6.416, -4.447, 4.786], [9.094, -4.180, 2.784], [8.647, -3.846, 4.388], [8.998, -2.554, 3.328], [-0.841, 1.210, 4.961], [-2.039, 2.194, 4.945], [-2.586, 2.382, 3.482], [-3.344, 1.201, 3.115], [-4.387, 1.414, 2.189], [-3.132, 1.722, 5.902], [-2.870, 1.802, 6.874], [-4.020, 2.139, 5.659], [-3.330, 0.766, 5.645], [-1.156, 0.373, 4.338], [-0.598, 0.812, 5.946], [0.056, 1.604, 4.484], [-1.769, 3.177, 5.332], [-1.708, 2.450, 2.841], [-3.264, 3.229, 3.373], [-4.071, 2.005, 1.330], [-5.287, 1.808, 2.662], [-4.787, 0.478, 1.798], [-1.907, -7.257, 5.489], [-0.458, -6.906, 5.195], [0.403, -8.105, 4.612], [1.735, -7.674, 4.173], [2.311, -8.613, 3.208], [-0.460, -5.741, 4.143], [-1.126, -5.007, 4.334], [0.487, -5.392, 4.086], [-0.775, -6.219, 3.311], [-2.563, -6.416, 5.714], [-1.943, -7.780, 6.445], [-2.327, -7.985, 4.795], [0.119, -6.520, 6.036], [-0.092, -8.534, 3.741], [0.446, -8.882, 5.375], [3.375, -8.578, 3.444], [2.311, -8.280, 2.171], [2.041, -9.661, 3.335], [4.415, 2.902, -1.270], [3.925, 3.118, 0.060], [2.385, 3.270, 0.147], [1.959, 3.459, 1.455], [0.666, 4.054, 1.483], [4.216, 1.990, 1.040], [4.100, 1.135, 0.515], [5.176, 1.986, 1.353], [3.686, 2.035, 1.899], [5.502, 2.810, -1.265], [4.153, 3.666, -2.001], [3.938, 2.017, -1.691], [4.479, 3.924, 0.540], [1.819, 2.482, -0.350], [2.165, 4.193, -0.389], [0.677, 5.135, 1.346], [0.371, 4.027, 2.532], [-0.083, 3.505, 0.913], [0.972, -4.177, -2.364], [1.754, -4.646, -3.555], [2.850, -5.552, -3.082], [0.784, -5.350, -4.569], [2.432, -3.471, -4.265], [3.329, -2.597, -3.443], [2.664, -1.718, -2.484], [0.493, -5.111, -2.071], [0.207, -3.495, -2.735], [1.635, -3.775, -1.598], [3.487, -5.958, -3.868], [2.443, -6.354, -2.467], [3.459, -4.925, -2.431], [0.620, -6.387, -4.276], [1.281, -5.579, -5.511], [-0.139, -4.789, -4.713], [1.724, -2.809, -4.763], [3.013, -3.834, -5.112], [3.772, -1.860, -4.113], [4.152, -3.184, -3.035], [3.253, -1.442, -1.778], [3.530, -1.068, 7.113], [2.307, -1.822, 7.709], [1.531, -2.271, 6.470], [2.665, -3.059, 8.547], [1.275, -0.858, 8.413], [1.854, -0.035, 9.604], [2.198, -0.844, 10.691], [4.118, -0.584, 7.893], [3.152, -0.181, 6.605], [4.230, -1.714, 6.583], [2.040, -3.039, 5.888], [1.374, -1.527, 5.690], [0.522, -2.548, 6.775], [3.350, -2.704, 9.318], [3.191, -3.706, 7.846], [1.711, -3.471, 8.873], [0.328, -1.331, 8.673], [1.017, -0.206, 7.579], [1.038, 0.624, 9.903], [2.670, 0.604, 9.267], [2.034, -0.360, 11.503], [-3.227, 7.633, 0.172], [-4.565, 6.941, -0.283], [-5.669, 7.966, -0.046], [-4.590, 6.548, -1.747], [-4.706, 5.658, 0.610], [-4.830, 5.905, 2.112], [-6.099, 6.410, 2.425], [-3.310, 8.157, 1.124], [-2.980, 8.339, -0.621], [-2.491, 6.836, 0.063], [-5.542, 8.343, 0.969], [-6.662, 7.528, -0.149], [-5.534, 8.833, -0.693], [-3.779, 5.926, -2.127], [-4.565, 7.422, -2.399], [-5.503, 5.955, -1.793], [-3.735, 5.230, 0.365], [-5.466, 4.960, 0.259], [-4.017, 6.515, 2.506], [-4.630, 5.048, 2.755], [-6.558, 5.777, 2.982], [-1.473, -0.463, 1.459], [-0.355, -1.066, 0.560], [0.947, -0.291, 0.784], [-0.184, -2.504, 0.946], [-0.881, -1.059, -0.950], [-0.870, 0.368, -1.566], [-1.677, 1.295, -0.904], [-1.129, -0.626, 2.480], [-2.439, -0.933, 1.276], [-1.652, 0.602, 1.308], [1.116, -0.375, 1.858], [0.701, 0.737, 0.518], [1.713, -0.713, 0.134], [0.160, -2.533, 1.980], [0.541, -2.886, 0.227], [-1.145, -2.986, 0.764], [-1.854, -1.534, -0.829], [-0.222, -1.688, -1.547], [-1.052, 0.433, -2.639], [0.161, 0.720, -1.518], [-1.351, 2.131, -1.246], [-2.060, -2.115, -4.514], [-2.181, -2.742, -3.497], [-1.102, -1.347, -4.485], [-2.925, -2.158, -5.387], [-0.486, 4.591, -1.755], [-1.314, 4.952, -0.918], [-0.361, 3.332, -1.902], [0.135, 5.395, -2.400], [-2.660, -2.483, 4.493], [-2.760, -2.707, 3.314], [-3.135, -1.424, 5.005], [-2.010, -3.321, 5.204], [1.592, -5.661, 0.616], [2.755, -5.539, 0.210], [1.270, -4.953, 1.484], [0.878, -6.480, 0.085], [5.759, -0.997, -0.267], [4.721, -0.558, -0.762], [6.016, -2.216, -0.255], [6.566, -0.143, 0.087], [3.324, -0.470, 3.372], [2.760, 0.462, 3.885], [4.385, -0.306, 2.872], [2.795, -1.544, 3.486]],
  "forces_ev_per_angstrom": [[0.59, -0.53, -1.07], [0.02, -1.96, -1.66], [-0.32, 3.86, 1.64], [-0.57, -0.99, 0.50], [0.52, -1.74, 0.59], [-0.14, 1.97, -1.49], [-1.05, -0.56, 2.58], [-0.55, -1.10, -0.48], [0.83, 2.33, 0.90], [-0.05, -1.88, -0.15], [0.82, -0.56, -0.99], [0.58, 1.37, -0.76], [0.31, -0.57, 0.16], [0.59, -0.15, 0.11], [0.04, -0.04, 0.27], [-0.15, -0.21, 0.83], [-0.42, 0.50, 0.34], [-0.05, -0.28, -0.29], [0.45, 0.10, -0.49], [0.22, -0.34, -0.28], [0.75, -0.13, -0.43], [-0.48, 0.93, -0.42], [-0.04, 0.10, -0.27], [-0.12, -0.46, -0.15], [-0.64, -0.10, 0.02], [-0.03, 0.41, -0.05], [-0.09, -0.26, 0.12], [-0.42, 0.20, 0.55], [0.56, -0.19, -0.44], [0.54, -1.54, 0.84], [-0.39, 1.77, -0.39], [0.69, -0.63, -1.52], [0.05, -1.89, 0.32], [0.06, -2.57, 0.87], [0.10, 1.70, -0.18], [-0.93, 3.98, 1.03], [-0.52, 0.47, 0.27], [2.44, -1.76, -2.28], [-0.88, -0.53, 0.31], [0.13, 0.65, 1.36], [-0.15, -2.19, -1.11], [0.11, 0.92, -0.17], [-1.02, 0.64, 0.32], [0.16, 0.91, -0.08], [-0.29, 0.01, 0.20], [0.35, -0.70, -0.39], [0.09, 0.11, -0.01], [0.03, 0.22, 0.19], [0.02, -0.22, 0.04], [-0.21, 0.25, 0.31], [0.04, 0.16, -0.01], [-0.04, -0.09, -0.22], [0.35, 0.35, 0.10], [-1.02, 0.71, 0.23], [-0.10, 0.47, 0.96], [0.22, -0.42, -0.16], [0.08, 0.39, 0.66], [-0.04, -0.30, 1.03], [-0.62, 0.39, -1.68], [0.81, -0.74, 0.07], [0.24, -1.01, 0.81], [-0.65, 0.83, 0.80], [0.97, 0.64, -0.78], [-0.77, 0.32, 0.96], [1.10, -0.86, -0.25], [-0.77, 0.99, -1.16], [0.67, -0.69, 0.41], [0.36, 1.60, -0.38], [-0.67, -0.16, 0.03], [-0.45, -1.58, -1.77], [-0.38, 0.60, 0.05], [0.28, -0.20, -0.12], [-0.85, -0.24, 0.20], [0.23, 0.23, -0.08], [-0.06, 0.07, -0.36], [-0.25, -0.34, -0.08], [-0.29, -0.23, 0.00], [-0.18, 0.21, -0.07], [0.39, -0.02, 0.27], [0.28, -0.22, 0.05], [0.17, -0.22, -0.09], [0.05, 0.36, 0.23], [0.00, -0.26, -0.05], [0.03, 0.52, 0.82], [-0.42, -0.78, 0.20], [0.19, 0.07, -1.15], [-1.54, -0.55, 1.83], [-1.03, 0.91, 0.05], [0.83, 1.65, -0.85], [0.47, 1.14, 0.37], [0.95, -1.47, -0.16], [-0.35, -0.91, -0.14], [-0.58, 0.98, 0.84], [-0.11, -0.38, -0.10], [0.00, 0.11, -0.36], [0.23, 0.13, -0.78], [-0.05, 0.58, 0.36], [0.88, -0.16, -0.47], [0.14, -0.01, -0.02], [-0.22, -0.06, -0.58], [0.55, -0.10, 0.79], [-0.28, -1.38, 0.01], [0.45, 0.46, 1.22], [-0.46, -1.53, -1.01], [-0.52, -1.55, -0.74], [0.38, 1.93, 1.77], [-0.37, -0.62, -1.76], [0.21, 0.33, -1.16], [-0.56, -0.74, -0.11], [0.73, 0.75, 0.58], [-0.37, 0.00, 0.50], [0.38, -0.46, 0.08], [0.33, 0.16, -0.51], [-0.30, -0.02, 0.04], [-0.01, -0.73, 0.19], [0.10, 0.06, 0.53], [-0.16, 1.18, -0.27], [-0.17, 0.02, 0.63], [-0.33, 0.37, 0.31], [0.64, 0.16, -0.02], [0.43, 2.27, 0.11], [1.20, -3.21, -1.38], [-0.52, 2.37, -0.94], [-1.43, 0.04, 0.59], [1.87, -1.06, 0.72], [0.17, 0.26, 1.14], [0.99, 0.94, 0.05], [-0.60, -1.25, 0.14], [-0.25, 0.77, -0.44], [0.19, 0.19, 0.14], [-0.64, -0.57, 0.07], [-0.06, -0.50, -0.06], [0.22, -0.14, -0.21], [-0.38, -0.19, 0.19], [0.62, -0.28, 0.10], [-0.23, -0.17, -0.39], [-0.44, -0.03, 0.31], [-0.95, 0.48, -0.42], [-1.00, -0.14, -0.41], [0.43, 0.34, -0.34], [-0.95, -1.59, 0.71], [0.80, 0.29, 0.64], [-0.69, -0.07, -0.18], [0.41, -0.35, -2.04], [-0.19, 0.06, 0.42], [-0.41, 0.84, 0.54], [0.19, -1.40, 0.21], [0.05, -0.27, 0.22], [-0.03, 0.21, 0.04], [-0.06, 0.33, 0.17], [0.14, 0.06, -0.11], [0.00, 0.37, -0.15], [0.30, 0.38, 0.16], [0.05, 0.24, 0.00], [0.11, 0.69, 0.16], [0.68, -0.41, 0.12], [0.37, -0.72, 1.10], [0.87, -0.12, -0.80], [0.23, 1.17, -0.63], [-1.89, -0.67, 0.03], [1.60, 0.54, 0.79], [0.06, -1.97, 0.86], [-0.36, 0.72, 0.67], [0.35, 0.07, -0.76], [0.53, 0.21, -0.86], [0.11, 0.26, -0.56], [0.22, -0.25, 0.08], [-0.08, 0.35, -0.33], [-0.40, 0.15, 0.18], [-0.34, -0.02, -0.08], [0.16, 0.05, 0.15], [0.10, -0.18, 0.16], [-0.97, 0.13, -0.02], [-0.54, 0.23, 0.05], [0.71, -1.09, -2.38], [-1.69, 0.55, 3.60], [1.13, 1.59, -1.11], [-0.49, 0.04, 0.77], [0.13, -0.11, 1.71], [0.81, 0.32, -1.08], [0.07, -1.42, 0.02], [0.83, -0.26, -0.16], [-0.73, -0.23, 0.24], [-0.04, -0.29, -0.25], [0.01, 0.57, 0.52], [0.42, -0.52, -0.01], [-0.63, 0.66, -0.16], [0.20, -0.42, -0.10], [-0.08, 0.07, -0.49], [0.14, 0.01, -1.12], [-0.22, -0.49, 0.27], [0.12, 0.25, -0.40], [-0.47, -1.04, -0.75], [0.10, 0.43, -2.02], [0.27, -0.08, 0.72], [1.15, -0.49, 0.40], [-0.70, 0.36, -0.25], [0.63, 1.43, 1.02], [-1.17, -1.31, -1.05], [-0.12, 0.24, 0.74], [0.10, 0.21, 0.16], [-0.10, -0.11, -0.22], [-0.41, 0.17, -0.30], [-0.14, 0.07, -0.09], [0.03, -0.40, 0.10], [-0.41, 0.26, 0.93], [0.35, 0.91, -0.12], [0.25, 0.07, 0.24], [-0.96, -0.37, 0.44], [0.24, -0.59, 0.30], [0.41, -0.45, -0.56], [-0.01, 0.33, 0.46], [1.31, 0.04, 0.42], [-0.45, 0.73, 1.95], [-0.93, 0.47, -1.61], [-0.47, -0.28, -0.14], [0.23, 1.30, -1.00], [1.77, 0.61, 0.08], [-0.85, -0.40, -0.46], [0.11, -0.32, -0.66], [-0.04, -0.57, 0.56], [-0.14, -0.60, -0.81], [-0.65, -0.13, -0.29], [0.17, -0.37, 0.67], [0.47, 0.82, 0.54], [0.20, -0.56, 0.12], [-0.41, -0.33, 0.28], [-0.08, -0.22, 0.28], [0.39, -0.10, 0.32], [0.52, -0.84, 0.17], [0.13, 0.45, 0.15], [-0.17, 0.26, -0.19], [0.28, -0.03, -0.05], [0.11, -0.07, 0.32], [-0.69, -0.84, -2.07], [0.28, 0.74, 1.36], [0.15, 0.10, 0.50], [-0.22, -0.23, 0.45], [1.35, 0.35, -0.49], [-0.07, 0.15, 0.30], [0.13, 0.22, -0.03], [-0.16, -0.47, -0.13], [-0.19, 0.24, 0.14], [0.23, 0.19, 0.60], [-0.21, -0.26, 0.00], [0.21, -0.06, -0.13], [0.05, -0.33, -0.32], [0.42, -0.08, 0.94], [-0.52, 0.14, 0.36], [-0.15, 0.38, -0.63], [0.05, -0.56, 0.33], [-0.36, 0.60, -0.22], [-0.09, 0.90, -0.39], [-0.11, -0.93, -0.77], [-0.30, 0.16, 0.09], [0.90, -0.05, -0.12], [-1.46, 1.19, -0.84], [-1.81, -0.38, -0.26], [0.15, 0.69, -0.78], [0.43, 1.13, 0.90], [0.85, -0.66, 0.34], [-0.82, -0.92, 0.69], [-0.30, -0.19, -0.09], [0.43, -0.39, 0.10], [0.63, -0.17, -0.39], [0.56, -0.01, -0.11], [0.31, 0.00, 0.09], [0.13, -0.01, 0.28], [-0.05, -0.34, -0.19], [0.13, -0.31, 0.52], [0.13, -0.17, 0.39], [0.02, 0.21, -0.48], [0.00, -0.01, 0.17], [-0.44, -1.06, -0.20], [0.47, -0.09, 0.20], [0.23, 1.32, 0.05], [-1.03, 0.66, 0.79], [-1.21, -3.19, 2.96], [2.39, 2.48, -2.29], [0.18, 0.53, -1.26], [-0.72, -0.46, 0.44], [-1.27, 0.50, 1.07], [0.73, -0.33, -0.87], [0.96, 0.07, -0.90], [1.24, 0.30, 4.19], [-0.88, -0.39, -3.49], [0.60, -1.10, -0.58], [-0.82, 1.20, -0.54], [2.96, -2.33, -3.54], [2.31, 0.18, -1.12], [-3.29, 3.97, 5.59], [-2.11, -1.29, -0.71], [3.16, -0.49, 0.15], [-4.28, 0.46, -1.16], [-0.80, 0.47, 0.31], [0.53, -0.05, 0.90], [0.15, 0.37, 1.10], [-2.61, 4.45, 1.60], [3.50, -0.01, -2.49], [-1.63, -4.48, -0.52]],
  "energy_ev": -175679.0967,
  "total_charge": 10,
  "homo_lumo_gap_ha": 0.1540,
  "spin_multiplicity": 1,
  "homo_energy_ev": -22.044
}